# 1
This record from the OMol25 dataset describes the ion C3H8NO with charge +1 in a non-equilibrium geometry. The level of theory is ωB97M-V/def2-TZVPD.

Each line ends with the Mulliken charge.
Cartesian coordinates (Å):
O  1.6612  -1.2061  0.7255  -0.38
C  1.0349  -0.2617  1.0961  -0.05
C  -0.2981  0.0459  0.2619  0.24
C  -0.2292  1.3537  -0.4610  -1.37
N  -0.5365  -1.0728  -0.8169  -0.61
H  1.3504  0.1876  2.1020  0.40
H  -1.0663  -0.2392  1.0157  0.40
H  0.8296  1.4964  -0.7057  0.41
H  -0.5526  2.2669  0.0359  0.34
H  -0.5903  1.2703  -1.4882  0.40
H  -1.4350  -0.7646  -0.1131  0.44
H  -0.5754  -2.0323  -0.4219  0.37
H  0.4073  -1.0442  -1.2302  0.40

Output
HOMO energy in eV: -15.429
ΔE to the lowest compared entry with this formula, charge and spin in eV: 4.311
Net charge: +1
SMILES string: C[C@@H]([NH3+])C=O
LUMO in eV: -4.8
Orbital gap in hartree: 0.391

=====

# 2
This record from the OMol25 dataset describes an isolated molecule of C18H15F3N2OS in a non-equilibrium geometry. The level of theory is ωB97M-V/def2-TZVPD.

Each line ends with the Mulliken charge.
Cartesian coordinates (Å):
O  0.1179  -4.5832  4.3885  -0.63
F  -5.2939  -3.1521  -2.5671  -0.29
F  -4.9729  -1.6121  -4.2065  -0.25
F  -5.7770  -0.9738  -2.4066  -0.23
N  -2.9040  -2.3031  -1.3110  -1.14
C  -3.4821  -1.6940  -2.3408  0.07
C  -2.7107  -0.5141  -2.7911  -0.92
C  -1.6324  -0.4936  -1.8425  -0.17
C  0.2630  0.5596  -2.7848  -0.57
C  -0.4711  1.2061  -0.6388  0.20
C  0.2856  -1.8954  0.2096  0.01
C  -1.6985  -2.6543  1.1897  -0.52
C  0.9913  -2.3303  1.3299  -0.92
C  -1.0414  -3.2001  2.1799  -0.45
C  1.3459  1.3298  -2.6271  -0.95
C  0.6941  2.0173  -0.4787  -0.69
C  -0.5023  0.3902  -1.7053  0.28
C  -1.0150  -2.0810  0.1398  0.28
C  0.3082  -3.0474  2.2773  0.39
C  1.7633  1.8094  -1.3739  0.77
N  -1.7792  -1.5976  -1.0040  0.94
S  1.1530  -3.7421  3.7107  0.42
C  -4.8880  -1.8064  -2.8903  0.94
C  2.9967  2.5623  -1.3011  -1.41
C  1.1535  -2.3492  4.8879  -0.99
H  -3.0690  0.2568  -3.4573  0.40
H  -0.0942  0.0091  -3.6171  0.57
H  -1.3082  1.2632  0.0421  0.46
H  0.9363  -1.2940  -0.4707  0.27
H  -2.7696  -2.7188  1.1786  0.48
H  2.0730  -2.2105  1.3480  0.40
H  -1.6479  -3.6838  2.9644  0.39
H  1.9781  1.5218  -3.4190  0.50
H  0.7965  2.6656  0.4229  0.29
H  2.9327  3.3596  -2.0660  0.33
H  3.9578  1.9896  -1.4674  0.32
H  3.0751  2.9201  -0.2826  0.39
H  1.6974  -2.4826  5.7830  0.40
H  0.1035  -2.1272  5.2931  0.30
H  1.3548  -1.3312  4.4777  0.34

Output
HOMO energy in eV: -9.021
ΔE to the lowest compared entry with this formula, charge and spin in eV: 2.001
LUMO in eV: 0.2
Orbital gap in hartree: 0.340

=====

# 3
This record from the OMol25 dataset describes a cluster of 2 separate species, C10H12IN4O12PS2 in total in a non-equilibrium geometry. The level of theory is ωB97M-V/def2-TZVPD.

Each line ends with the Mulliken charge.
Cartesian coordinates (Å):
N  0.4295  -2.2681  2.8395  -0.58
C  0.6988  -1.3284  1.8016  0.90
C  -0.0928  -1.3059  0.6275  -0.21
C  -1.2640  -2.2571  0.5157  -0.02
O  -2.0813  -2.2517  1.3872  -0.49
O  -1.4331  -3.0784  -0.5562  -0.36
S  0.0347  -3.8290  -0.9698  -0.05
C  0.2331  -0.3853  -0.3913  1.07
C  -0.6110  -0.3954  -1.6488  -1.46
C  -2.0362  0.2363  -1.4418  -0.82
C  -2.1352  1.1698  -0.2229  -0.48
S  -3.8675  1.6893  0.0275  1.29
O  -4.0931  1.7791  1.4462  -0.64
O  -4.1187  2.8853  -0.7139  -0.64
O  -4.8538  0.5631  -0.5522  -0.48
C  1.3018  0.4886  -0.1831  0.61
I  1.7032  1.7882  -1.7762  0.26
N  2.0551  0.4902  0.9575  0.43
P  3.4227  1.5266  1.3775  0.59
O  4.5747  0.6669  1.5841  -0.62
O  3.0354  2.2336  2.7861  -0.47
O  3.7913  2.6891  0.3564  -0.43
C  1.7429  -0.4256  1.9290  0.10
N  2.5263  -0.4919  3.0966  -0.59
C  1.9353  -0.1110  4.1124  0.65
O  1.4316  0.4114  5.0040  -0.36
H  0.1892  -3.1713  2.4527  0.37
H  -0.3812  -1.9134  3.3401  0.34
H  0.2192  -3.3808  -2.2407  0.26
H  -0.1171  0.0034  -2.5396  0.26
H  -0.7987  -1.4451  -1.8725  0.03
H  -2.3490  0.7046  -2.3754  0.63
H  -2.7306  -0.5933  -1.2646  0.37
H  -1.6212  2.1203  -0.3873  0.39
H  -1.8595  0.7063  0.7237  0.22
H  -4.6478  -0.3048  -0.1754  0.36
H  2.6233  3.0980  2.6396  0.30
H  3.0921  3.3596  0.2807  0.28
N  1.5176  0.0804  -5.0092  0.79
O  1.0340  1.0854  -5.5547  -0.60
O  0.9054  -0.4432  -4.0302  -0.58
O  2.5946  -0.3956  -5.3797  -0.62

Output
HOMO energy in eV: -7.761
LUMO in eV: -3.0
Orbital gap in hartree: 0.174

=====

# 4
This record from the OMol25 dataset describes a structure of composition C8H26B2O29 in a non-equilibrium geometry. The level of theory is ωB97M-V/def2-TZVPD.

Each line ends with the Mulliken charge.
Cartesian coordinates (Å):
O  49.9950  42.1560  2.1600  -1.05
C  49.3370  41.1950  2.5050  0.23
O  49.5240  40.0550  2.0910  -0.67
B  48.6090  39.1390  2.8180  1.58
O  47.9930  40.0560  3.7260  0.37
C  48.3330  41.2210  3.4030  0.33
O  47.7450  42.2000  3.7680  -0.71
O  49.3980  37.9880  3.5350  0.19
C  48.9310  36.9700  3.1190  0.55
O  49.6340  35.9630  3.1310  -0.75
C  47.8160  37.1740  2.2330  0.34
O  47.6530  38.3640  2.0260  -1.25
O  47.1470  36.2310  1.7310  -0.76
O  46.6180  37.7240  6.0620  -0.71
C  47.4210  38.5320  6.4780  0.81
O  48.6880  38.2550  6.4970  -0.46
B  49.4330  39.4960  6.8240  1.26
O  48.3600  40.4570  7.0960  -0.57
C  47.2890  39.8480  6.8350  0.54
O  46.1480  40.5240  6.8620  -0.75
O  50.3030  39.8390  5.7050  -0.01
C  51.4380  39.4520  6.1470  0.70
O  52.4800  39.5480  5.4740  -0.68
C  51.5130  39.3440  7.5500  0.46
O  50.3670  39.3040  7.9450  -0.68
O  52.4480  38.8560  8.1870  -0.68
O  52.7410  42.2920  3.1270  -0.65
H  52.9800  41.3890  2.9220  0.33
H  51.8530  42.2950  3.0370  0.32
O  51.3370  36.0450  5.3960  -0.68
H  50.7200  35.6870  6.0910  0.30
H  50.8560  36.5670  4.7250  0.28
O  46.0140  38.8120  0.4520  -0.57
H  46.2080  38.7560  1.3040  0.56
H  46.1750  39.5970  -0.0520  0.23
O  44.9930  41.2870  3.1800  -0.69
H  45.8240  41.1190  3.5900  0.31
H  45.1630  41.9880  2.6270  0.31
O  44.2700  36.1790  -0.0730  -0.66
H  43.4400  36.4070  0.3690  0.29
H  44.9510  36.7390  0.2200  0.35
O  51.5130  37.8050  1.0780  -0.67
H  52.1650  38.4700  1.6080  0.35
H  50.6210  38.1580  1.0060  0.26
O  51.1950  42.5580  0.0610  -0.67
H  50.9030  42.6210  0.9170  0.51
H  50.6040  42.0930  -0.3620  0.27
O  45.5270  34.2030  2.8290  -0.62
H  45.9680  34.8100  2.3190  0.46
H  44.8070  34.6960  3.2170  0.28
O  49.0150  33.4340  1.6080  -0.84
H  49.5450  34.0520  1.0080  0.43
H  48.7960  34.2650  2.3210  0.38
O  52.0420  35.1510  1.6580  -0.78
H  51.4660  34.9530  2.3370  0.40
H  52.0110  36.2550  1.6060  0.56
O  50.0630  35.1410  0.3000  -0.65
H  50.7920  35.5080  0.7330  0.25
H  50.3680  34.5720  -0.4050  0.31
O  48.6870  45.0200  2.6820  -0.61
H  47.8470  45.4750  2.7760  0.32
H  48.1400  44.1440  2.9910  0.35
O  47.7640  43.8170  0.4520  -0.62
H  48.7160  43.8790  0.8070  0.36
H  47.6590  44.7730  0.3420  0.30

Output
HOMO energy in eV: -4.711
ΔE to the lowest compared entry with this formula, charge and spin in eV: 10.248
Net charge: -2
LUMO in eV: 3.4
Orbital gap in hartree: 0.297